# 1
ORCA calculation (wB97M-V/def2-TZVPD) on H2N4 as an isolated structure at a distorted geometry.

Element x y z (Å)
N1 -0.158 0.851 1.012
N2 -1.053 0.638 0.183
N3 0.795 0.071 0.253
N4 -0.378 -0.236 -0.464
H1 1.269 -0.819 0.570
H2 -0.476 -0.505 -1.554

Cartesian forces, eV/Å:
N 2.53 0.80 2.81
N -2.93 1.30 -0.23
N 0.00 -0.98 -0.62
N 0.74 -3.97 -5.84
H -0.76 1.52 0.53
H 0.42 1.32 3.36

Results
energy above the lowest of the compared OMol25 structures with the same formula, charge and spin	80.98	kcal/mol
max |F|	7.10	eV Å⁻¹
total charge	0
LUMO	0.99	eV
Kohn-Sham gap	0.411	Eh

=====

# 2
ORCA calculation (wB97M-V/def2-TZVPD) on C3H5Cl as an isolated structure at a distorted geometry.

Element x y z (Å)
C1 0.048 -0.911 0.740
C2 -0.272 0.152 -0.285
C3 0.373 1.138 -0.915
H1 -0.136 -0.537 1.726
H2 1.031 -1.489 0.979
H3 -1.450 0.330 -0.142
H4 1.620 1.254 -1.006
H5 -0.242 2.074 -1.456
Cl1 -0.971 -2.012 0.359

Cartesian forces, eV/Å:
C 6.38 3.72 1.63
C -1.53 3.28 1.18
C 1.93 2.14 -1.45
H -0.42 0.80 0.61
H -0.68 1.83 -1.39
H 2.63 -0.45 -0.83
H -3.72 -0.56 0.31
H 1.73 -2.94 1.49
Cl -6.33 -7.83 -1.57

Results
energy above the lowest of the compared OMol25 structures with the same formula, charge and spin	63.75	kcal/mol
max |F|	10.18	eV Å⁻¹
total charge	0
LUMO	1.03	eV
Kohn-Sham gap	0.398	Eh

=====

# 3
ORCA calculation (wB97M-V/def2-TZVPD) on C58H71ClFGeN4O6PbSb as an isolated structure at a distorted geometry.

Element x y z (Å)
Pb1 0.860 -0.568 -0.666
C1 -1.107 7.769 1.200
C2 -0.001 7.255 0.538
C3 -0.141 6.154 -0.298
C4 -1.393 5.571 -0.504
C5 -2.502 6.111 0.151
C6 -2.357 7.191 1.012
Ge1 -1.619 4.138 -1.815
C7 -3.441 3.997 -2.480
C8 -3.729 4.081 -3.839
C9 -5.033 3.910 -4.287
C10 -6.052 3.656 -3.380
C11 -5.773 3.568 -2.022
C12 -4.470 3.738 -1.572
C13 -0.146 4.188 -3.090
C14 0.323 3.048 -3.742
C15 1.404 3.139 -4.612
C16 2.019 4.362 -4.843
C17 1.539 5.505 -4.223
C18 0.460 5.420 -3.354
H1 -1.001 8.625 1.856
H2 0.971 7.721 0.659
H3 0.732 5.751 -0.802
H4 -3.490 5.703 -0.025
H5 -3.226 7.603 1.513
H6 -2.929 4.268 -4.548
H7 -5.251 3.971 -5.346
H8 -7.069 3.522 -3.733
H9 -6.568 3.366 -1.313
H10 -4.250 3.648 -0.512
H11 -0.172 2.100 -3.579
H12 1.763 2.253 -5.117
H13 2.866 4.426 -5.516
H14 2.002 6.465 -4.412
H15 0.076 6.325 -2.898
C19 -1.673 -2.808 3.228
C20 -1.729 -3.278 1.792
C21 -2.286 -4.512 1.477
C22 -2.334 -4.936 0.155
C23 -2.944 -6.269 -0.199
C24 -1.805 -4.136 -0.855
C25 -1.219 -2.882 -0.588
C26 -1.235 -2.485 0.774
N1 -0.624 -2.038 -1.501
C27 -0.693 -2.208 -2.964
C28 0.001 -0.994 -3.602
C29 -0.010 -1.064 -5.136
C30 -1.467 -1.069 -5.611
C31 -2.183 -2.277 -5.003
C32 -1.489 -3.565 -5.463
C33 -0.024 -3.550 -5.011
C34 0.694 -2.339 -5.608
C35 0.045 -3.466 -3.480
C36 -2.149 -2.179 -3.472
H16 -2.025 -3.585 3.905
H17 -2.297 -1.920 3.373
H18 -0.644 -2.554 3.509
H19 -2.677 -5.141 2.270
H20 -3.237 -6.817 0.696
H21 -2.237 -6.882 -0.763
H22 -3.829 -6.136 -0.824
H23 -1.851 -4.520 -1.863
H24 -0.833 -1.500 1.027
H25 1.057 -0.961 -3.270
H26 -0.523 -0.092 -3.273
H27 0.505 -0.189 -5.536
H28 -1.498 -1.126 -6.704
H29 -1.965 -0.143 -5.306
H30 -3.225 -2.285 -5.333
H31 -1.542 -3.640 -6.554
H32 -2.000 -4.441 -5.050
H33 0.469 -4.469 -5.337
H34 0.674 -2.384 -6.702
H35 1.742 -2.335 -5.291
H36 1.089 -3.394 -3.165
H37 -0.374 -4.373 -3.046
H38 -2.738 -2.985 -3.039
H39 -2.599 -1.233 -3.151
Cl1 5.196 4.299 1.583
C37 3.549 3.793 1.617
C38 2.662 4.335 2.532
C39 1.346 3.901 2.512
C40 0.980 2.936 1.587
N2 1.843 2.396 0.720
C41 3.102 2.826 0.724
H40 3.000 5.085 3.238
H41 0.615 4.322 3.192
H42 -0.046 2.586 1.505
H43 3.783 2.382 0.004
C42 4.529 0.969 4.713
C43 3.067 0.952 5.154
C44 2.609 2.327 5.630
Sb1 1.776 0.239 3.521
C45 2.305 -1.890 3.297
C46 2.252 -2.615 4.635
C47 3.667 -1.986 2.611
C48 -0.223 0.214 4.443
C49 -0.914 1.571 4.293
C50 -0.121 -0.226 5.899
H44 5.160 1.240 5.563
H45 4.696 1.709 3.926
H46 4.871 0.000 4.352
H47 2.915 0.212 5.944
H48 2.709 3.069 4.838
H49 3.236 2.647 6.467
H50 1.575 2.330 5.978
H51 1.540 -2.271 2.618
H52 2.833 -2.113 5.414
H53 2.685 -3.610 4.499
H54 1.232 -2.752 4.991
H55 4.472 -1.608 3.244
H56 3.691 -1.445 1.664
H57 3.889 -3.031 2.397
H58 -0.758 -0.529 3.852
H59 -0.362 2.365 4.801
H60 -1.906 1.521 4.749
H61 -1.040 1.859 3.248
H62 0.505 0.450 6.486
H63 0.264 -1.238 6.012
H64 -1.123 -0.202 6.335
F1 -0.006 -5.845 3.055
C51 1.212 -5.693 2.529
C52 1.374 -5.217 1.291
N3 2.632 -5.036 0.739
C53 2.792 -4.342 -0.531
C54 2.288 -2.912 -0.485
O1 1.589 -2.542 0.499
O2 2.531 -2.154 -1.459
C55 3.787 -5.353 1.443
O3 4.907 -5.151 1.018
N4 3.556 -5.877 2.698
C56 2.341 -6.042 3.373
O4 2.303 -6.415 4.522
H65 0.520 -4.934 0.685
H66 2.248 -4.855 -1.327
H67 3.845 -4.337 -0.784
H68 4.385 -6.115 3.222
C57 -2.864 0.564 -0.336
C58 -2.167 1.506 -1.282
O5 -2.177 1.335 -2.487
O6 -1.597 2.573 -0.708
H69 -3.939 0.688 -0.483
H70 -2.620 0.787 0.703
H71 -2.614 -0.467 -0.589

Cartesian forces, eV/Å:
Pb -0.36 -0.79 -0.63
C -0.07 -0.06 0.01
C 0.09 -0.04 0.04
C -0.03 -0.08 0.16
C -0.02 -0.09 -0.19
C 0.08 0.02 0.00
C 0.00 0.03 -0.02
Ge -0.14 -0.41 0.32
C 0.21 0.14 0.09
C -0.01 0.02 0.08
C 0.03 0.03 -0.04
C -0.04 -0.01 0.00
C 0.05 0.01 0.06
C -0.05 -0.01 -0.17
C -0.23 -0.03 0.15
C 0.11 0.09 -0.02
C -0.07 -0.02 0.06
C 0.01 -0.03 -0.01
C -0.01 0.07 0.02
C -0.08 -0.07 -0.13
H 0.00 -0.01 -0.04
H -0.05 -0.05 0.03
H -0.03 0.06 0.07
H 0.04 0.04 0.03
H 0.05 -0.03 -0.01
H -0.05 -0.02 -0.02
H 0.00 0.00 0.06
H 0.06 0.01 0.02
H 0.04 0.01 -0.06
H -0.06 -0.02 -0.04
H 0.01 -0.04 0.00
H 0.02 -0.06 -0.02
H -0.04 -0.01 0.01
H -0.02 -0.03 -0.02
H 0.06 -0.02 -0.01
C 0.02 -0.05 -0.18
C 0.03 0.07 0.05
C -0.06 -0.06 0.03
C -0.02 0.00 0.04
C 0.03 0.05 -0.01
C 0.08 0.03 -0.02
C -0.07 -0.09 0.25
C -0.06 0.02 -0.30
N 0.33 0.45 0.03
C -0.16 -0.15 0.01
C 0.22 -0.07 0.12
C -0.11 0.02 0.07
C 0.05 -0.02 0.01
C -0.07 -0.03 -0.02
C 0.04 0.06 0.02
C -0.04 0.00 0.04
C -0.06 0.02 0.03
C -0.08 0.14 0.01
C 0.10 0.11 -0.06
H 0.02 0.02 0.01
H 0.01 -0.08 0.01
H -0.11 -0.10 0.00
H 0.02 0.01 -0.07
H 0.01 0.01 -0.05
H -0.03 0.00 0.02
H 0.02 -0.01 0.03
H -0.02 0.06 0.01
H -0.13 0.01 0.14
H -0.06 -0.01 -0.03
H 0.03 0.07 0.01
H 0.04 0.08 -0.02
H -0.01 0.04 0.04
H 0.02 -0.04 -0.02
H 0.00 -0.01 0.00
H 0.00 -0.03 0.04
H 0.00 0.02 -0.01
H 0.02 0.00 -0.01
H 0.03 -0.01 0.06
H -0.02 0.01 -0.04
H 0.06 -0.05 0.05
H 0.04 -0.02 0.00
H -0.01 -0.09 0.05
H 0.01 -0.05 0.02
Cl 0.04 -0.01 0.00
C -0.05 0.01 0.05
C 0.04 0.07 -0.01
C -0.03 0.08 0.02
C -0.01 -0.15 -0.18
N 0.13 0.13 0.00
C -0.18 -0.14 0.04
H -0.01 0.01 -0.05
H 0.02 -0.03 -0.05
H 0.06 0.11 -0.04
H -0.02 0.05 0.05
C -0.03 -0.06 0.03
C 0.05 0.37 -0.44
C -0.04 -0.09 0.08
Sb -0.17 -0.71 1.17
C 0.22 0.13 -0.42
C -0.02 0.27 0.12
C -0.08 0.09 0.12
C 0.03 0.45 -0.40
C 0.05 -0.09 0.05
C 0.16 0.02 -0.02
H -0.03 0.03 -0.01
H 0.00 -0.02 0.02
H 0.00 0.08 0.04
H -0.11 -0.11 -0.12
H 0.01 -0.01 0.05
H 0.00 -0.02 -0.02
H 0.05 0.02 -0.02
H 0.03 0.05 0.05
H 0.00 -0.09 -0.03
H 0.00 0.02 0.01
H 0.04 -0.04 -0.01
H -0.04 -0.09 -0.03
H 0.01 -0.02 0.02
H 0.02 0.00 0.01
H 0.11 0.06 0.06
H -0.03 -0.01 -0.02
H 0.01 -0.01 -0.02
H -0.04 -0.04 0.08
H -0.08 -0.05 0.00
H -0.02 0.05 0.01
H -0.01 -0.01 0.00
F -0.05 -0.06 0.10
C -0.07 0.06 -0.11
C 0.10 0.07 -0.08
N 0.11 -0.07 0.03
C -0.23 0.06 0.15
C 0.01 0.09 -0.15
O 0.23 0.16 -0.10
O -0.04 -0.04 0.19
C -0.01 0.18 -0.17
O -0.27 -0.08 0.11
N -0.08 -0.01 0.10
C 0.22 -0.08 0.00
O -0.03 0.07 -0.12
H 0.03 0.00 -0.01
H -0.03 -0.02 -0.01
H 0.15 -0.07 -0.05
H 0.08 -0.03 0.03
C 0.20 0.05 0.09
C -0.07 0.20 -0.26
O 0.19 0.05 0.41
O -0.12 0.16 -0.43
H 0.03 0.04 0.00
H -0.03 -0.06 -0.03
H 0.00 0.01 0.00

Results
energy above the lowest of the compared OMol25 structures with the same formula, charge and spin	45.42	kcal/mol
max |F|	1.38	eV Å⁻¹
total charge	+1
spin multiplicity	2
LUMO (spin up / spin down)	-2.85 / -6.04	eV
<S²>	0.75
Kohn-Sham gap (spin up / spin down)	0.235 / 0.118	Eh

=====

# 4
ORCA calculation (wB97M-V/def2-TZVPD) on one molecule with the formula C5H7NO.

Element x y z (Å)
O1 0.452 1.298 1.154
C1 -0.031 0.253 1.773
C2 0.589 1.359 -0.322
N1 0.152 0.173 -0.971
C3 0.729 -0.995 -0.232
C4 -0.420 -0.852 0.782
C5 -1.177 -0.211 -0.392
H1 1.650 1.552 -0.502
H2 -0.010 2.217 -0.634
H3 1.753 -0.859 0.136
H4 0.670 -1.891 -0.859
H5 -0.824 -1.726 1.295
H6 -1.670 -0.935 -1.048
H7 -1.862 0.618 -0.179

Cartesian forces, eV/Å:
O -0.15 -0.24 0.38
C 0.07 0.12 -0.50
C 0.03 0.08 -0.24
N 0.05 0.09 -0.05
C 0.27 -0.12 0.02
C -0.06 -0.16 0.23
C -0.25 0.09 -0.03
H -0.17 -0.07 0.03
H 0.07 -0.08 0.07
H -0.17 -0.02 -0.10
H 0.00 0.13 0.16
H 0.08 0.17 -0.06
H 0.09 0.10 0.11
H 0.16 -0.09 -0.03

Results
energy above the lowest of the compared OMol25 structures with the same formula, charge and spin	96.82	kcal/mol
max |F|	0.52	eV Å⁻¹
total charge	0
LUMO	0.85	eV
Kohn-Sham gap	0.322	Eh